Entry 1:
{
  "formula": "C21H48N5O3",
  "method": "the ωB97M-V functional and the def2-TZVPD basis",
  "homo_lumo_gap_ev": 5.105,
  "total_energy_ha": -1328.2265,
  "lumo_ev": 2.452,
  "homo_energy_ha": -0.0975,
  "total_charge": -1,
  "symbols": ["N", "C", "O", "C", "C", "O", "N", "O", "H", "H", "H", "C", "C", "N", "C", "C", "C", "C", "H", "H", "H", "H", "H", "H", "H", "H", "H", "H", "H", "H", "H", "H", "H", "C", "C", "N", "C", "C", "C", "C", "H", "H", "H", "H", "H", "H", "H", "H", "H", "H", "H", "H", "H", "H", "H", "C", "C", "N", "C", "C", "C", "C", "H", "H", "H", "H", "H", "H", "H", "H", "H", "H", "H", "H", "H", "H", "H"],
  "coordinates": [[0.64, -4.52, 2.12], [0.34, -3.92, 3.07], [0.01, -3.00, 3.87], [-1.43, -3.08, 4.31], [-2.25, -2.68, 3.10], [-3.59, -3.20, 3.12], [-3.55, -4.60, 2.95], [-4.08, -5.17, 3.82], [-1.64, -4.12, 4.54], [-2.28, -1.60, 3.09], [-1.78, -2.99, 2.15], [-4.37, -1.22, -4.22], [-3.36, -1.74, -3.21], [-3.84, -1.71, -1.84], [-2.77, -1.92, -0.87], [-2.06, -3.28, -0.87], [-5.08, -2.41, -1.59], [-5.15, -3.91, -1.94], [-4.72, -0.22, -3.95], [-3.90, -1.16, -5.21], [-5.24, -1.88, -4.31], [-2.48, -1.10, -3.26], [-3.04, -2.75, -3.52], [-3.16, -1.73, 0.13], [-2.02, -1.14, -1.03], [-2.67, -4.06, -0.44], [-1.16, -3.21, -0.26], [-1.75, -3.58, -1.87], [-5.88, -1.90, -2.14], [-5.35, -2.28, -0.54], [-4.73, -4.12, -2.92], [-6.20, -4.23, -1.96], [-4.65, -4.52, -1.20], [4.36, -0.04, -1.49], [3.07, 0.30, -2.22], [2.13, -0.80, -2.26], [1.03, -0.58, -3.19], [0.07, 0.57, -2.91], [1.76, -1.36, -0.97], [1.14, -0.43, 0.08], [4.82, -0.93, -1.91], [5.06, 0.79, -1.59], [4.20, -0.21, -0.42], [3.34, 0.56, -3.25], [2.63, 1.20, -1.76], [0.46, -1.51, -3.27], [1.47, -0.43, -4.18], [-0.61, 0.35, -2.08], [-0.56, 0.74, -3.79], [0.58, 1.51, -2.70], [2.65, -1.82, -0.53], [1.08, -2.20, -1.14], [1.69, 0.52, 0.16], [1.18, -0.91, 1.06], [0.10, -0.21, -0.13], [3.48, 6.30, 3.77], [3.40, 5.67, 2.38], [3.56, 4.23, 2.39], [3.78, 3.67, 1.07], [2.65, 3.79, 0.04], [2.63, 3.50, 3.25], [1.13, 3.68, 3.00], [4.40, 6.01, 4.27], [3.46, 7.38, 3.68], [2.63, 6.01, 4.39], [4.21, 6.10, 1.78], [2.46, 5.99, 1.90], [4.04, 2.61, 1.19], [4.67, 4.14, 0.65], [1.83, 3.11, 0.26], [3.03, 3.52, -0.95], [2.25, 4.80, -0.03], [2.84, 3.78, 4.28], [2.88, 2.44, 3.20], [0.85, 4.72, 2.86], [0.57, 3.31, 3.86], [0.79, 3.11, 2.14]],
  "mulliken_charge": [-0.6512, 0.6819, -0.1397, -1.3956, 0.8616, -0.1586, 0.1594, -0.3823, 0.2022, 0.3349, -0.4670, -1.6194, 0.2771, 0.1265, -0.2680, -0.9303, -0.6954, -0.9947, 0.3508, 0.4587, 0.3381, -0.0921, 0.2592, 0.3336, -0.0363, 0.2122, 0.1861, 0.3425, 0.4169, 0.3616, 0.2437, 0.3830, 0.2792, -1.5214, -0.1931, 0.1871, -0.6634, -0.9361, -0.8179, -0.3971, 0.3563, 0.4586, 0.2644, 0.4680, 0.1217, 0.3626, 0.3740, 0.1038, 0.3648, 0.3735, 0.2855, 0.3694, -0.0108, 0.4057, 0.0686, -1.4541, -0.3060, 0.1465, -0.7787, -0.8270, -0.6949, -0.8832, 0.3354, 0.4381, 0.2988, 0.4436, 0.2578, 0.3315, 0.3722, 0.0420, 0.3306, 0.4151, 0.3604, 0.3522, 0.2396, 0.3875, 0.1897]
}

***

Entry 2:
{
  "formula": "C21H36BN6O2PS2Zn",
  "method": "the ωB97M-V functional and the def2-TZVPD basis",
  "homo_lumo_gap_ev": 8.668,
  "total_energy_ha": -4242.9936,
  "lumo_ev": 0.577,
  "homo_energy_ha": -0.2973,
  "total_charge": 0,
  "symbols": ["Zn", "C", "C", "C", "C", "C", "N", "N", "B", "N", "N", "C", "C", "C", "C", "C", "N", "N", "C", "C", "C", "C", "C", "H", "H", "H", "H", "H", "H", "H", "H", "H", "H", "H", "H", "H", "H", "H", "H", "H", "H", "H", "H", "H", "H", "C", "C", "C", "O", "P", "S", "S", "O", "C", "C", "C", "H", "H", "H", "H", "H", "H", "H", "H", "H", "H", "H", "H", "H", "H"],
  "coordinates": [[-5.50, -14.51, -2.27], [-3.65, -13.00, 0.60], [-3.92, -12.21, -0.63], [-3.59, -10.89, -0.95], [-4.11, -10.59, -2.18], [-4.04, -9.26, -2.84], [-4.85, -11.66, -2.57], [-4.68, -12.66, -1.66], [-5.49, -12.02, -3.92], [-6.96, -12.50, -3.60], [-7.15, -13.46, -2.70], [-8.45, -13.68, -2.66], [-9.03, -14.61, -1.64], [-9.12, -12.91, -3.59], [-8.14, -12.11, -4.13], [-8.18, -11.21, -5.34], [-4.69, -13.18, -4.67], [-4.57, -14.46, -4.14], [-3.80, -15.18, -4.96], [-3.40, -16.55, -4.65], [-3.46, -14.41, -6.05], [-3.99, -13.16, -5.84], [-3.94, -11.92, -6.70], [-4.53, -13.56, 1.01], [-2.83, -13.77, 0.56], [-3.33, -12.34, 1.41], [-3.00, -10.17, -0.34], [-3.71, -8.53, -2.12], [-3.40, -9.21, -3.70], [-5.06, -8.96, -3.10], [-5.66, -11.08, -4.69], [-8.27, -15.26, -1.18], [-9.58, -14.07, -0.89], [-9.72, -15.33, -2.10], [-10.16, -12.84, -3.86], [-9.18, -11.24, -5.75], [-8.04, -10.15, -5.17], [-7.39, -11.56, -6.06], [-3.06, -16.65, -3.63], [-4.29, -17.20, -4.73], [-2.67, -16.94, -5.35], [-2.87, -14.75, -6.88], [-3.03, -12.01, -7.30], [-4.84, -11.76, -7.31], [-3.93, -11.08, -6.01], [-8.33, -19.68, -0.48], [-7.36, -18.96, 0.42], [-7.86, -17.65, 1.06], [-6.14, -18.77, -0.34], [-5.63, -17.71, -1.43], [-5.02, -15.95, -0.53], [-6.78, -17.45, -3.02], [-4.35, -18.56, -1.75], [-4.29, -19.96, -1.98], [-3.79, -20.18, -3.40], [-3.42, -20.56, -0.94], [-9.31, -19.61, 0.00], [-8.10, -20.74, -0.61], [-8.46, -19.15, -1.40], [-7.02, -19.64, 1.19], [-8.25, -17.03, 0.24], [-7.00, -17.12, 1.54], [-8.64, -17.90, 1.80], [-5.30, -20.39, -1.82], [-2.82, -19.68, -3.60], [-4.50, -19.70, -4.09], [-3.71, -21.24, -3.63], [-2.39, -20.21, -0.94], [-3.31, -21.61, -1.12], [-3.72, -20.33, 0.12]],
  "mulliken_charge": [-0.4466, -1.3837, 0.5335, -1.0258, 0.9431, -1.3982, 0.4439, 0.1070, -0.1026, 0.8250, -0.2706, 0.6554, -0.6425, -1.4553, 0.9091, -1.3003, 0.7854, -0.2706, 0.7416, -1.1987, -1.1828, 0.7828, -1.2023, 0.2705, 0.2364, 0.3668, 0.3325, 0.4159, 0.2465, 0.2675, -0.1150, -0.2634, 0.3174, 0.3195, 0.4393, 0.3815, 0.2695, 0.1765, 0.2548, 0.1637, 0.3260, 0.4529, 0.3581, 0.2027, 0.2157, -1.1813, 0.3582, -0.9554, -0.2640, 0.4310, -0.5557, -0.4200, -0.2021, 1.0224, -1.3084, -1.5972, 0.4466, 0.3046, 0.2273, 0.2221, 0.0590, 0.2809, 0.4693, 0.1286, 0.2605, 0.2429, 0.4614, 0.3450, 0.4336, 0.3088]
}

***

Entry 3:
{
  "formula": "C49H44KN10O4PSe",
  "method": "the ωB97M-V functional and the def2-TZVPD basis",
  "homo_lumo_gap_ev": 6.431,
  "total_energy_ha": -6084.9912,
  "lumo_ev": -1.280,
  "homo_energy_ha": -0.2834,
  "total_charge": 0,
  "symbols": ["K", "C", "N", "C", "C", "N", "C", "C", "C", "C", "C", "C", "N", "C", "N", "C", "C", "C", "C", "C", "C", "N", "H", "H", "H", "H", "H", "H", "H", "H", "H", "H", "H", "H", "H", "H", "H", "O", "N", "C", "C", "C", "C", "C", "C", "C", "P", "C", "C", "C", "C", "C", "C", "C", "C", "C", "C", "C", "C", "H", "H", "H", "H", "H", "H", "H", "H", "H", "H", "H", "H", "H", "H", "H", "H", "O", "C", "O", "C", "C", "C", "C", "C", "C", "H", "H", "H", "H", "H", "C", "C", "N", "O", "H", "H", "H", "H", "H", "Se", "N", "C", "C", "C", "C", "N", "C", "N", "H", "H", "H"],
  "coordinates": [[-0.17, 0.07, -0.84], [3.00, 2.11, 0.65], [2.28, 1.02, 1.28], [3.11, 0.16, 2.10], [2.29, -0.57, 3.11], [1.17, -0.15, 3.61], [0.81, -1.10, 4.56], [-0.32, -1.19, 5.37], [-0.42, -2.27, 6.22], [0.57, -3.26, 6.28], [1.70, -3.19, 5.49], [1.79, -2.10, 4.63], [2.73, -1.74, 3.68], [2.87, 2.10, -0.85], [2.20, 1.24, -1.55], [2.39, 1.60, -2.87], [1.91, 0.98, -4.02], [2.21, 1.57, -5.23], [2.97, 2.75, -5.30], [3.48, 3.36, -4.16], [3.18, 2.75, -2.95], [3.48, 3.06, -1.63], [4.07, 2.05, 0.88], [2.66, 3.08, 1.03], [1.47, 1.34, 1.78], [3.87, 0.73, 2.65], [3.64, -0.57, 1.48], [-1.09, -0.43, 5.33], [-1.30, -2.36, 6.86], [0.45, -4.09, 6.96], [2.46, -3.95, 5.53], [3.54, -2.26, 3.39], [1.36, 0.04, -3.94], [1.87, 1.12, -6.15], [3.19, 3.18, -6.27], [4.09, 4.25, -4.23], [4.05, 3.81, -1.30], [-0.42, 2.40, 1.47], [-1.33, 1.33, 1.55], [-1.75, 1.20, 2.74], [-2.67, 0.15, 3.20], [-3.47, 0.52, 4.28], [-4.37, -0.37, 4.85], [-4.46, -1.66, 4.35], [-3.65, -2.04, 3.30], [-2.75, -1.16, 2.69], [-1.64, -1.76, 1.34], [-2.79, -1.88, -0.08], [-4.08, -1.36, -0.11], [-4.87, -1.51, -1.24], [-4.38, -2.18, -2.35], [-3.09, -2.69, -2.34], [-2.29, -2.54, -1.21], [-1.46, -3.54, 1.73], [-2.37, -4.53, 1.36], [-2.14, -5.86, 1.68], [-0.98, -6.22, 2.36], [-0.06, -5.24, 2.72], [-0.30, -3.92, 2.40], [-0.65, 2.87, 0.64], [-1.44, 1.94, 3.48], [-3.39, 1.52, 4.67], [-4.98, -0.05, 5.69], [-5.14, -2.37, 4.80], [-3.71, -3.06, 2.94], [-4.47, -0.84, 0.76], [-5.88, -1.11, -1.25], [-5.01, -2.31, -3.22], [-2.68, -3.21, -3.20], [-1.28, -2.93, -1.23], [-3.26, -4.27, 0.80], [-2.85, -6.62, 1.38], [-0.79, -7.26, 2.60], [0.85, -5.52, 3.24], [0.43, -3.16, 2.65], [0.74, -3.78, -2.97], [1.25, -2.82, -2.37], [0.67, -1.75, -2.03], [2.72, -2.94, -1.98], [3.53, -3.90, -2.57], [4.87, -4.02, -2.21], [5.40, -3.18, -1.24], [4.59, -2.23, -0.63], [3.26, -2.11, -1.00], [3.09, -4.55, -3.31], [5.49, -4.76, -2.69], [6.44, -3.28, -0.95], [5.01, -1.58, 0.13], [2.63, -1.35, -0.56], [-4.09, 1.26, -3.39], [-2.60, 1.24, -3.13], [-1.82, 1.16, -4.23], [-2.13, 1.31, -2.00], [-4.34, 2.03, -4.11], [-4.61, 1.43, -2.45], [-4.40, 0.29, -3.78], [-2.22, 0.97, -5.13], [-0.82, 1.03, -4.12], [-4.36, 5.45, -0.97], [-3.55, 5.65, -2.53], [-2.37, 5.10, -2.41], [-1.37, 5.03, -3.43], [-0.22, 4.40, -3.14], [-0.03, 3.82, -1.83], [-0.89, 3.86, -0.86], [-2.07, 4.51, -1.12], [-3.01, 4.60, -0.21], [-1.58, 5.47, -4.40], [0.58, 4.28, -3.86], [0.88, 3.27, -1.64]],
  "mulliken_charge": [2.3738, -1.2557, 0.5386, 0.1720, 0.3055, -0.4763, 0.4110, -0.3400, -0.7213, -0.4945, -1.0636, 0.1950, -0.0133, -0.0857, 0.5267, -0.0111, -0.7054, -0.6798, -0.5337, -1.1361, 0.4245, 0.0448, 0.4351, 0.3408, -0.0148, 0.2892, -0.4418, 0.5182, 0.4179, 0.4010, 0.4490, 0.2208, 0.8179, 0.4568, 0.3842, 0.4425, 0.1986, -0.6221, 0.2493, -0.9126, 0.3134, -0.6277, -0.8461, -0.7685, -0.6136, 1.0089, 1.1008, 0.6852, -0.7873, -0.6366, -0.7316, -0.6548, -0.4497, 0.1364, -0.3495, -0.8010, -0.6341, -0.5308, -0.7574, 0.6319, 0.2950, 0.4439, 0.3721, 0.4292, 0.3347, 0.4013, 0.4006, 0.4115, 0.5074, 0.3150, 0.4611, 0.4242, 0.3882, 0.4678, 0.3656, -0.7992, -0.3716, -0.3956, 0.0339, -0.4374, -0.5437, -0.6623, -0.6983, 0.8707, 0.5019, 0.3843, 0.3838, 0.3371, 0.2488, -1.6216, 0.7805, -0.2623, -0.7591, 0.4597, 0.2512, 0.4045, 0.1786, 0.1060, 0.2758, -0.8560, 0.8768, -0.7463, -0.4934, -0.0502, -0.3434, 0.4639, -0.7164, 0.4637, 0.3430, 0.5814]
}